Version w
The following is a quantum chemistry calculation of a cluster of 5 separate species, C5H21NO4 in total, from OMol25.

## Properties
SMILES: CC(C)CCN.O.O.O.O
Net charge: 0

CARTESIAN COORDINATES (ANGSTROEM)
O: -2.683 2.769 -0.004
O: -1.013 2.304 -2.234
O: 0.942 -1.376 -3.554
O: -2.754 0.353 2.895
N: -1.263 -0.702 -0.971
C: 1.461 -1.146 0.894
C: 0.186 -0.264 0.821
C: 2.756 -0.410 0.529
C: -0.094 0.219 -0.656
C: 1.486 -1.888 2.278
H: -1.891 2.320 -2.629
H: -0.657 -0.922 1.193
H: 1.193 -1.849 0.074
H: -0.897 3.119 -1.734
H: -3.249 0.520 2.074
H: -2.052 -0.147 -1.327
H: 0.201 0.619 1.466
H: 0.442 -1.842 -2.872
H: -0.450 1.244 -0.560
H: -2.641 3.144 -0.885
H: -2.133 1.977 -0.067
H: 3.725 -0.953 0.436
H: 3.071 0.553 0.920
H: 0.557 -1.868 2.838
H: 1.670 -2.934 1.915
H: 1.832 -1.684 -3.257
H: 0.791 0.215 -1.237
H: -2.468 1.281 2.948
H: -0.980 -1.293 -1.753
H: 2.238 -1.432 2.919
H: 2.675 0.074 -0.459

In the natural (NBO) picture, each atom carries the following charge in e: O -0.93; O -0.93; O -0.92; O -0.92; N -0.84; C -0.21; C -0.40; C -0.65; C -0.24; C -0.62; H 0.47; H 0.24; H 0.18; H 0.47; H 0.46; H 0.35; H 0.18; H 0.45; H 0.18; H 0.46; H 0.47; H 0.21; H 0.22; H 0.22; H 0.21; H 0.47; H 0.20; H 0.46; H 0.34; H 0.21; H 0.20

Version x
The following is a quantum chemistry calculation of a cluster of 5 separate species, C5H21NO4 in total, from OMol25.

## Properties
SMILES: CCCCNC.O.O.O.O
Net charge: 0

CARTESIAN COORDINATES (ANGSTROEM)
O: 2.618 0.797 -0.146
O: 2.590 -2.241 -0.640
O: 0.723 -2.058 -2.423
O: -1.668 -0.498 -2.736
N: -1.578 1.395 -0.102
C: 0.118 -0.463 2.332
C: -1.241 2.352 -1.158
C: -0.562 1.658 0.944
C: -0.685 0.821 2.309
C: -0.300 -1.523 1.239
H: -2.234 -0.700 -1.988
H: 0.370 -1.522 -3.132
H: 2.300 -2.669 0.076
H: -1.128 0.131 -2.242
H: 0.326 -1.539 0.281
H: 2.754 -0.143 0.244
H: 1.123 -0.184 2.178
H: -0.178 -2.594 1.603
H: -1.826 2.204 -1.947
H: -0.041 1.475 2.989
H: 0.147 -0.852 3.394
H: 2.588 0.383 -1.109
H: 2.546 -2.594 -1.470
H: -1.408 -1.386 0.911
H: -0.098 2.148 -1.491
H: 0.083 -2.120 -1.797
H: -1.269 3.363 -0.828
H: 0.449 1.250 0.602
H: -0.385 2.823 1.252
H: -2.471 1.506 0.333
H: -1.662 0.781 2.524

In the natural (NBO) picture, each atom carries the following charge in e: O -0.95; O -0.97; O -0.96; O -0.95; N -0.66; C -0.41; C -0.41; C -0.25; C -0.39; C -0.65; H 0.47; H 0.49; H 0.47; H 0.47; H 0.21; H 0.48; H 0.20; H 0.21; H 0.19; H 0.21; H 0.21; H 0.48; H 0.50; H 0.21; H 0.19; H 0.47; H 0.18; H 0.23; H 0.16; H 0.36; H 0.19

version w is favored, and the nearest alternative lies 0.0183 hartree above it.

Version w
The following is a quantum chemistry calculation of a cluster of 4 separate species, C2H11NO4 in total, from OMol25.

## Properties
SMILES: NCC=O.O.O.O
Net charge: 0

CARTESIAN COORDINATES (ANGSTROEM)
O: -0.382 -1.389 -2.008
O: 0.246 -2.043 1.001
O: -2.492 -0.478 -0.333
O: 3.042 0.792 0.097
N: -0.147 1.014 1.216
C: 2.121 1.492 0.398
C: 0.664 1.225 0.014
H: 0.930 -2.726 1.012
H: -2.909 0.146 -0.943
H: 0.224 -1.765 0.074
H: 0.269 1.986 -0.659
H: -0.398 1.928 1.565
H: 0.696 0.316 -0.599
H: -0.513 -1.813 -2.864
H: -1.262 -1.422 -1.588
H: 0.362 0.585 1.975
H: -2.666 -0.235 0.582
H: 2.219 2.388 1.060

In the natural (NBO) picture, each atom carries the following charge in e: O -0.97; O -0.96; O -0.97; O -0.51; N -0.81; C 0.43; C -0.34; H 0.47; H 0.48; H 0.49; H 0.21; H 0.34; H 0.22; H 0.47; H 0.50; H 0.37; H 0.50; H 0.08

Version x
The following is a quantum chemistry calculation of a cluster of 4 separate species, C2H11NO4 in total, from OMol25.

## Properties
SMILES: NCC=O.O.O.O
Net charge: 0

CARTESIAN COORDINATES (ANGSTROEM)
O: 2.093 2.213 1.854
O: -0.399 2.472 0.000
O: -1.164 -2.944 0.726
O: -2.363 -0.901 -1.108
N: 0.801 0.016 -0.573
C: -1.332 -0.390 -1.508
C: 0.036 -0.912 -1.420
H: 1.946 2.848 2.569
H: -0.324 3.028 0.795
H: 0.407 1.808 0.164
H: 0.171 -1.939 -0.773
H: 0.657 -0.153 0.432
H: 1.884 -0.236 -0.703
H: -1.654 -2.197 0.443
H: 0.243 -1.260 -2.427
H: 1.873 1.283 2.211
H: -1.499 0.288 -2.331
H: -1.377 -3.023 1.649

In the natural (NBO) picture, each atom carries the following charge in e: O -0.95; O -0.97; O -0.95; O -0.53; N -0.85; C 0.44; C -0.36; H 0.48; H 0.46; H 0.50; H 0.22; H 0.36; H 0.37; H 0.48; H 0.24; H 0.47; H 0.12; H 0.46

version w is favored, and the nearest alternative lies 0.0595 hartree above it.

Version w
The following is a quantum chemistry calculation of the molecule C14H31O3P, from OMol25.

## Properties
SMILES: CCCCOCP(=O)(CCCC)COCCCC
Net charge: 0

CARTESIAN COORDINATES (ANGSTROEM)
P: 0.902 -0.359 0.649
O: -0.861 -2.064 1.457
O: 0.656 1.979 1.927
O: 0.421 -0.111 -0.717
C: -3.016 -1.027 -0.470
C: 2.924 -1.930 -0.433
C: -2.941 -2.396 0.202
C: -0.027 3.130 -0.153
C: -2.066 2.567 -1.520
C: 0.570 3.220 1.250
C: -0.462 -0.770 1.835
C: 3.892 -0.760 -0.573
C: 1.684 1.118 1.495
C: -3.762 -1.102 -1.797
C: 4.812 -0.924 -1.775
C: 2.046 -1.798 0.801
C: -2.244 -2.363 1.563
C: -1.517 2.804 -0.121
H: -4.781 -1.454 -1.647
H: 1.392 -2.667 0.895
H: 2.279 -1.961 -1.313
H: 5.485 -0.073 -1.863
H: -2.305 -3.358 2.023
H: -1.557 1.724 -1.978
H: -1.256 -0.028 1.705
H: 4.229 -0.997 -2.690
H: -1.660 1.904 0.479
H: 3.483 -2.869 -0.386
H: -3.132 2.351 -1.481
H: 5.412 -1.826 -1.677
H: 1.567 3.682 1.206
H: 2.236 0.783 2.381
H: -1.915 3.446 -2.145
H: -3.528 -0.323 0.192
H: -2.393 -3.083 -0.445
H: -0.069 3.835 1.891
H: 0.136 4.082 -0.662
H: -3.258 -1.786 -2.476
H: -2.059 3.621 0.362
H: 2.642 -1.709 1.710
H: 4.491 -0.668 0.337
H: -2.005 -0.661 -0.649
H: -3.949 -2.794 0.347
H: -2.739 -1.646 2.228
H: -3.801 -0.122 -2.267
H: -0.129 -0.748 2.881
H: 0.491 2.348 -0.712
H: 2.380 1.627 0.822
H: 3.305 0.154 -0.687

In the natural (NBO) picture, each atom carries the following charge in e: P 1.88; O -0.56; O -0.55; O -1.11; C -0.42; C -0.40; C -0.42; C -0.44; C -0.61; C -0.05; C -0.41; C -0.40; C -0.41; C -0.60; C -0.60; C -0.77; C -0.05; C -0.39; H 0.20; H 0.26; H 0.22; H 0.21; H 0.18; H 0.22; H 0.21; H 0.21; H 0.20; H 0.20; H 0.20; H 0.20; H 0.16; H 0.20; H 0.20; H 0.19; H 0.21; H 0.19; H 0.20; H 0.20; H 0.19; H 0.23; H 0.19; H 0.23; H 0.20; H 0.17; H 0.21; H 0.19; H 0.23; H 0.21; H 0.20

Version x
The following is a quantum chemistry calculation of the molecule C14H31O3P, from OMol25.

## Properties
SMILES: CCCCOCP(=O)(CCCC)COCCCC
Net charge: 0

CARTESIAN COORDINATES (ANGSTROEM)
P: -0.221 0.412 -0.812
O: -2.842 1.235 -1.289
O: 1.927 -1.190 -1.483
O: 0.223 1.760 -0.424
C: -0.982 -4.531 1.162
C: -3.385 0.921 -0.018
C: -2.759 2.310 3.554
C: -0.277 -0.764 0.604
C: 0.901 -0.426 -2.062
C: -3.322 1.405 2.466
C: -0.631 -3.088 1.501
C: 3.285 0.424 -0.195
C: 3.188 -0.560 -1.359
C: -2.844 1.834 1.082
C: -0.646 -2.198 0.258
C: 5.819 0.319 0.075
C: 4.602 1.199 -0.188
C: -1.844 0.389 -1.757
H: -3.171 2.854 0.875
H: 6.714 0.931 0.161
H: 4.543 1.964 0.589
H: -3.096 1.987 4.536
H: -3.014 0.373 2.658
H: -1.754 1.833 1.042
H: 0.304 -1.112 -2.672
H: 5.972 -0.391 -0.734
H: -0.271 -4.937 0.447
H: 2.459 1.134 -0.269
H: -1.344 -2.702 2.234
H: -1.978 -4.592 0.727
H: 4.724 1.712 -1.145
H: 0.362 -3.053 1.954
H: -0.961 -5.150 2.056
H: 1.302 0.361 -2.714
H: 0.735 -0.722 1.020
H: -0.953 -0.346 1.354
H: 5.694 -0.236 1.002
H: -3.194 -0.132 0.226
H: -1.672 2.292 3.537
H: 3.437 -0.046 -2.299
H: 0.070 -2.584 -0.469
H: 3.179 -0.123 0.745
H: -1.593 0.759 -2.758
H: -2.202 -0.648 -1.847
H: -3.084 3.336 3.399
H: 3.885 -1.390 -1.218
H: -4.414 1.431 2.496
H: -1.641 -2.235 -0.191
H: -4.469 1.057 -0.110

In the natural (NBO) picture, each atom carries the following charge in e: P 1.85; O -0.53; O -0.55; O -1.10; C -0.60; C -0.06; C -0.60; C -0.77; C -0.41; C -0.39; C -0.39; C -0.45; C -0.05; C -0.44; C -0.41; C -0.61; C -0.39; C -0.39; H 0.21; H 0.21; H 0.21; H 0.21; H 0.19; H 0.22; H 0.21; H 0.20; H 0.20; H 0.24; H 0.19; H 0.20; H 0.19; H 0.20; H 0.21; H 0.21; H 0.25; H 0.24; H 0.20; H 0.16; H 0.21; H 0.16; H 0.22; H 0.19; H 0.22; H 0.18; H 0.20; H 0.19; H 0.19; H 0.19; H 0.19

version w is favored, and the nearest alternative lies 0.0073 hartree above it.

Version w
The following is a quantum chemistry calculation of the molecule CHN3O3, from OMol25.

## Properties
SMILES: N#CON[N+](=O)[O-]
Net charge: 0

CARTESIAN COORDINATES (ANGSTROEM)
O: 0.106 -1.603 -0.468
O: 1.918 -0.992 0.483
O: -0.567 1.151 -0.527
N: -2.551 0.088 0.446
N: 0.891 -0.815 -0.092
N: 0.697 0.527 -0.263
C: -1.651 0.608 -0.003
H: 1.157 1.035 0.424

In the natural (NBO) picture, each atom carries the following charge in e: O -0.33; O -0.37; O -0.33; N -0.33; N 0.64; N -0.17; C 0.51; H 0.39

Version x
The following is a quantum chemistry calculation of a cluster of 2 separate species, CHN3O3 in total, from OMol25.

## Properties
Net charge: 0

CARTESIAN COORDINATES (ANGSTROEM)
O: 0.185 -1.173 -3.115
O: 1.944 0.040 -3.445
O: 1.157 0.032 -1.595
N: -0.482 -2.713 0.341
N: -0.406 -0.313 0.052
N: 1.033 -0.427 -2.779
C: -0.373 -1.555 0.221
H: 0.131 0.356 0.583

In the natural (NBO) picture, each atom carries the following charge in e: O -0.31; O -0.27; O -0.18; N -0.24; N -0.47; N 0.70; C 0.36; H 0.40

version w is favored, and the nearest alternative lies 0.0506 hartree above it.